No. 1
The following is a DFT calculation (ωB97M-V/def2-TZVPD) of C36H44F2N6O2PTi as an isolated structure.

F_max in eV/Å: 0.62
Total charge: +3
Relative energy (zero: lowest compared OMol25 entry of this formula, charge and spin) in eV: 0.992
Frontier orbital gap in eV: 7.203
E_tot in eV: -88900.654
Lowest unoccupied orbital energy in eV: -8.4

Each line ends with the Löwdin charge.
Atoms and positions in Å:
Ti1 -0.1334 -0.5355 -0.2457  1.1350
C1 1.6193 1.9968 2.8773  -0.0591
C2 1.0800 3.0597 1.9138  -0.3301
C3 -0.4225 3.2427 2.0966  -0.0442
C4 1.6321 2.8875 0.4956  -0.1283
C5 2.8421 3.5504 0.2986  -0.0199
C6 3.5194 3.5009 -0.9029  -0.0340
C7 2.9580 2.8108 -1.9548  -0.0241
C8 1.7387 2.1379 -1.8402  -0.1320
C9 1.2446 1.5968 -3.1888  -0.3242
C10 0.4713 0.2826 -3.2365  -0.0513
C11 0.5033 2.6693 -4.0030  -0.0381
C12 1.1033 2.1389 -0.5796  -0.1911
N1 -0.1259 1.3709 -0.3735  -0.0432
C13 -1.3061 2.1510 -0.5617  -0.2212
C14 -1.3436 3.3557 -1.2626  -0.0027
C15 -2.5247 4.0746 -1.3743  -0.0289
C16 -3.6951 3.6236 -0.7832  -0.0329
C17 -3.6772 2.4567 -0.0305  0.0137
C18 -2.4884 1.7812 0.0599  -0.2179
F1 -2.4038 0.6927 0.9204  -0.0402
H1 1.3674 2.2588 3.9079  0.0927
H2 2.7059 1.9143 2.8215  0.0923
H3 1.1954 1.0127 2.6521  0.0334
H4 1.5212 4.0031 2.2415  0.1376
H5 -0.9746 2.3229 1.9024  0.0394
H6 -0.8288 4.0137 1.4428  0.1000
H7 -0.6148 3.5584 3.1261  0.0970
H8 3.2567 4.1300 1.1148  0.1291
H9 4.4583 4.0243 -1.0258  0.1250
H10 3.4600 2.8073 -2.9148  0.1305
H11 2.1695 1.4101 -3.7379  0.1296
H12 -0.0975 0.0867 -2.3172  0.0111
H13 1.1036 -0.5762 -3.4372  0.0740
H14 -0.3002 0.3167 -4.0065  0.1032
H15 -0.5356 2.7688 -3.6943  0.0712
H16 0.4995 2.3812 -5.0544  0.0975
H17 0.9896 3.6417 -3.9244  0.0953
H18 -0.4376 3.7472 -1.6970  0.1187
H19 -2.5259 5.0031 -1.9289  0.1271
H20 -4.6128 4.1854 -0.8847  0.1254
H21 -4.5620 2.0867 0.4708  0.1296
N2 1.7799 -2.5298 -2.1723  0.1320
C19 2.5508 -1.5907 -1.5107  -0.2853
C20 3.8943 -1.4311 -1.8656  0.0370
C21 4.6870 -0.5892 -1.1238  0.0070
C22 4.1406 0.0617 -0.0138  -0.0159
C23 2.8052 -0.0958 0.2292  -0.1079
N3 1.9887 -0.8633 -0.5352  0.0337
C24 0.8956 -3.3903 -1.5137  -0.2791
C25 0.7425 -4.6925 -1.9982  0.0296
C26 -0.0969 -5.5463 -1.3252  -0.0065
C27 -0.7489 -5.0912 -0.1762  -0.0217
C28 -0.5566 -3.7893 0.2077  -0.1248
N4 0.2414 -2.9265 -0.4564  0.0513
H22 2.2533 -2.9620 -2.9511  0.1537
H23 4.3013 -2.0050 -2.6876  0.1345
H24 5.7316 -0.4644 -1.3770  0.1354
H25 4.7399 0.6922 0.6257  0.1276
H26 2.3269 0.4093 1.0524  0.0823
H27 1.2869 -5.0153 -2.8757  0.1316
H28 -0.2380 -6.5599 -1.6757  0.1325
H29 -1.4121 -5.7331 0.3854  0.1223
H30 -1.0876 -3.3845 1.0583  0.0810
F2 -5.1579 -3.3518 -2.4436  0.1202
C29 -4.0889 -2.7010 -2.0083  -0.2626
C30 -3.1014 -2.3484 -2.9092  0.0351
C31 -1.9872 -1.6692 -2.4428  -0.0782
C32 -1.8536 -1.3197 -1.0929  -0.2252
C33 -2.8648 -1.7315 -0.2134  -0.1298
C34 -3.9839 -2.4152 -0.6590  0.0257
H31 -3.2136 -2.6070 -3.9536  0.1373
H32 -1.2172 -1.4339 -3.1641  0.0828
H33 -2.7887 -1.5630 0.8525  0.0711
H34 -4.7659 -2.7372 0.0157  0.1329
N5 0.4607 -3.4292 4.3667  0.1715
C35 0.7797 -1.9888 4.0294  -0.1292
P1 -0.6564 -1.3206 3.0652  0.4994
O1 -1.7256 -2.3490 3.1724  -0.3028
O2 -0.1280 -0.8827 1.7115  -0.3852
C36 -1.3044 0.1419 3.9788  -0.1453
N6 -2.7794 0.2220 3.6970  0.1821
H35 -0.5582 -3.5754 4.2073  0.1400
H36 0.6985 -3.6667 5.3306  0.1801
H37 0.9614 -4.0816 3.7620  0.1760
H38 1.7018 -1.9570 3.4548  0.1150
H39 0.9349 -1.4471 4.9607  0.1175
H40 -0.8416 1.0806 3.6899  0.0756
H41 -1.1886 -0.0053 5.0525  0.1237
H42 -3.2627 0.8102 4.3774  0.1850
H43 -3.1830 -0.7229 3.7251  0.1549
H44 -2.9403 0.6043 2.7552  0.1366

***

No. 2
The following is a DFT calculation (ωB97M-V/def2-TZVPD) of an isolated ion of composition C3H8N3 and charge +1 at a distorted geometry.

F_max in eV/Å: 4.16
Total charge: +1
Relative energy (zero: lowest compared OMol25 entry of this formula, charge and spin) in eV: 2.055
Frontier orbital gap in eV: 10.316
E_tot in eV: -7703.223
SMILES: [H]/N=C/CNC=[NH2+]
Lowest unoccupied orbital energy in eV: -4.0

Each line ends with the natural charge from an NBO analysis.
Atoms and positions in Å:
H1 2.1093 1.3918 0.5478  0.3879
N1 1.3330 0.7866 0.4536  -0.6642
C1 1.4750 -0.3606 -0.0092  0.1398
C2 0.2792 -1.2486 -0.3513  -0.3140
N2 -0.9018 -0.8306 0.3639  -0.5232
C3 -1.4340 0.4313 0.3346  0.4221
N3 -1.0871 1.2760 -0.5984  -0.7150
H2 2.5140 -0.8147 -0.3727  0.1959
H3 0.0133 -1.1916 -1.5124  0.2489
H4 0.2253 -2.2521 -0.0732  0.2554
H5 -1.0322 -1.3402 1.2710  0.4310
H6 -2.0384 0.6978 1.2217  0.2473
H7 -1.3001 2.2335 -0.1982  0.4358
H8 -0.1556 1.2214 -1.0770  0.4523

***

No. 3
The following is a DFT calculation (ωB97M-V/def2-TZVPD) of the molecule C4H10N2O at a distorted geometry.

F_max in eV/Å: 3.02
Total charge: 0
Relative energy (zero: lowest compared OMol25 entry of this formula, charge and spin) in eV: 1.252
Frontier orbital gap in eV: 10.080
E_tot in eV: -9337.736
SMILES: CN[C@@H](C)C(N)=O
Lowest unoccupied orbital energy in eV: 0.9

Each line ends with the natural charge from an NBO analysis.
Atoms and positions in Å:
C1 1.5728 -0.3210 1.4841  -0.4197
N1 0.1313 -0.5526 1.4275  -0.6116
C2 -0.5998 0.1397 0.3925  -0.1478
C3 -0.9237 1.6455 0.5833  -0.6177
C4 -0.2237 -0.1990 -1.0381  0.6653
N2 -0.1854 -1.5233 -1.3874  -0.8363
O1 0.1894 0.6579 -1.7882  -0.5913
H1 2.0004 -0.5314 0.5030  0.1948
H2 1.9731 -0.9583 2.2635  0.2030
H3 1.8821 0.7137 1.6931  0.1708
H4 -0.2636 -0.2452 2.3130  0.3560
H5 -1.6340 -0.2391 0.5122  0.1979
H6 -0.0168 2.2285 0.7582  0.2071
H7 -1.4473 2.0251 -0.2867  0.2330
H8 -1.4666 1.7476 1.5156  0.1970
H9 0.6287 -1.7782 -1.9211  0.4035
H10 -0.6185 -2.2012 -0.7873  0.3956

***

No. 4
The following is a DFT calculation (ωB97M-V/def2-TZVPD) of C59H45MgN3O2P2S as an isolated structure at a distorted geometry.

F_max in eV/Å: 1.06
Total charge: -2
Frontier orbital gap in eV: 5.908
E_tot in eV: -105334.290
Lowest unoccupied orbital energy in eV: 4.3

Each line ends with the Löwdin charge.
Atoms and positions in Å:
Mg1 0.4044 -1.4572 -2.1754  0.4274
N1 4.1936 -0.2217 -3.6356  0.0326
C1 3.1041 -0.9078 -3.1029  -0.9168
S1 1.8681 -1.3351 -4.2356  0.5664
N2 3.2097 -1.1618 -1.8434  0.0257
N3 2.2099 -1.9569 -1.1940  -0.1052
C2 2.6571 -3.3968 -1.0565  -0.1499
C3 1.6919 -4.5270 -1.3532  -0.1026
C4 2.1171 -5.7873 -0.9427  -0.0649
C5 1.3342 -6.9215 -1.0917  -0.1321
C6 0.0823 -6.7892 -1.6839  -0.1277
C7 -0.3573 -5.5530 -2.1086  -0.0347
C8 0.4182 -4.3791 -1.9532  -0.3802
O1 -0.0419 -3.2393 -2.3593  -0.2009
H1 3.9609 0.2521 -4.4919  0.0411
H2 4.6660 0.3587 -2.9564  0.0756
H3 3.5808 -3.5360 -1.6230  0.1559
H4 3.0981 -5.8799 -0.4825  0.1064
H5 1.6877 -7.8866 -0.7491  0.0790
H6 -0.5503 -7.6608 -1.8163  0.0863
H7 -1.3301 -5.4366 -2.5731  0.1070
O2 -0.0720 0.7433 3.2191  -0.0707
C9 -0.3888 2.0248 3.7947  -0.3401
C10 -1.2566 1.9929 4.8805  -0.0838
C11 -1.6087 3.1829 5.5009  -0.1484
C12 -1.0565 4.3617 5.0181  -0.1636
C13 -0.2056 4.3332 3.9154  -0.1958
C14 0.1642 3.1640 3.2210  -0.0408
P1 -0.6572 1.4231 -0.3393  1.1625
C15 -2.3550 -0.2465 -1.4803  -0.2583
C16 -3.4685 -0.9328 -1.1899  -0.0600
C17 -4.7232 -0.6127 -1.8219  -0.1062
C18 -4.9004 0.0324 -2.9990  -0.1107
C19 -3.8723 0.4300 -3.9471  -0.0933
C20 -2.5886 0.7359 -3.7017  -0.0393
C21 0.8894 2.1330 -1.0641  -0.3772
C22 1.2860 1.9929 -2.3932  -0.0975
C23 2.4592 2.5763 -2.8444  -0.0998
C24 3.2806 3.2755 -1.9685  -0.1063
C25 2.8991 3.4164 -0.6415  -0.0942
C26 1.7095 2.8571 -0.1976  -0.1195
C27 0.9648 0.0634 3.7451  -0.2666
C28 1.4863 0.3228 5.0218  -0.0066
C29 2.4879 -0.4742 5.5396  -0.1008
C30 3.0137 -1.5162 4.7973  -0.1123
C31 2.5404 -1.7472 3.5184  -0.1198
C32 1.5248 -0.9781 2.9580  -0.2705
P2 0.7861 -1.2935 1.2713  1.2062
C33 -0.0584 -2.8941 1.6634  -0.3293
C34 -0.9911 -3.3301 0.7156  -0.0966
C35 -1.8221 -4.4102 0.9659  -0.0797
C36 -1.7842 -5.0454 2.1974  -0.1008
C37 -0.8985 -4.5967 3.1668  -0.0962
C38 -0.0416 -3.5374 2.9037  -0.0798
C39 2.3976 -1.7725 0.3416  -0.4096
C40 2.9445 -3.2156 0.4533  -0.2104
C41 4.3931 -3.3281 0.8247  -0.0666
C42 5.1694 -2.2636 1.0290  -0.0948
C43 4.6466 -0.9033 0.9476  -0.0924
C44 3.3768 -0.6644 0.6354  -0.0950
H8 -1.6556 1.0425 5.2272  0.1040
H9 -2.2957 3.1886 6.3403  0.0766
H10 -1.2876 5.3066 5.5065  0.0719
H11 0.1900 5.2985 3.5931  0.0516
H12 -3.4537 -1.7338 -0.4553  0.0951
H13 -5.6177 -0.9951 -1.3368  0.0915
H14 -5.9196 0.1252 -3.3625  0.0804
H15 -4.1900 0.4041 -4.9889  0.0900
H16 -1.9008 0.8079 -4.5432  0.1063
H17 0.6618 1.4551 -3.0943  0.0881
H18 2.7209 2.4950 -3.8933  0.0955
H19 4.2041 3.7187 -2.3249  0.0886
H20 3.5229 3.9825 0.0412  0.0948
H21 1.3839 2.9888 0.8329  0.0543
H22 1.0939 1.1427 5.6002  0.1056
H23 2.8472 -0.2896 6.5461  0.0939
H24 3.7866 -2.1530 5.2133  0.0903
H25 2.9670 -2.5575 2.9544  0.0930
H26 -1.0736 -2.7935 -0.2236  0.0783
H27 -2.5182 -4.7359 0.2027  0.1044
H28 -2.4546 -5.8702 2.4084  0.0918
H29 -0.8839 -5.0635 4.1450  0.0930
H30 0.6334 -3.2044 3.6788  0.0886
H31 2.3352 -3.8849 1.0631  0.1285
H32 4.7949 -4.3344 0.9040  0.0988
H33 6.2139 -2.3910 1.2917  0.0898
H34 5.3253 -0.0828 1.1481  0.0983
H35 2.9908 0.3462 0.5614  0.1035
C45 -0.9587 0.0534 -1.6188  -0.3265
C46 -2.0656 0.9174 -2.3245  -0.3589
C47 -2.0104 2.2498 -1.5285  -0.3187
C48 -1.4858 3.4817 -2.2355  -0.2292
C49 -1.4946 3.6594 -3.6141  -0.0314
C50 -0.9812 4.8198 -4.1872  -0.0946
C51 -0.4712 5.8291 -3.3914  -0.1141
C52 -0.4649 5.6712 -2.0089  -0.0764
C53 -0.9644 4.5139 -1.4445  -0.0454
C54 -3.2963 2.6202 -0.7911  -0.1639
C55 -4.0597 3.7228 -1.1784  -0.0306
C56 -5.2117 4.0801 -0.4907  -0.1004
C57 -5.6399 3.3282 0.5903  -0.1166
C58 -4.9051 2.2171 0.9781  -0.0809
C59 -3.7401 1.8812 0.3092  -0.0456
H36 -1.8954 2.8858 -4.2506  0.0869
H37 -0.9741 4.9249 -5.2664  0.0917
H38 -0.0633 6.7269 -3.8419  0.0870
H39 -0.0487 6.4420 -1.3712  0.0994
H40 -0.9242 4.3488 -0.3727  0.1249
H41 -3.7483 4.3138 -2.0301  0.1083
H42 -5.7745 4.9539 -0.8001  0.0899
H43 -6.5352 3.6084 1.1337  0.0876
H44 -5.2304 1.6157 1.8185  0.0984
H45 -3.1524 1.0450 0.6526  0.0884

***

No. 5
The following is a DFT calculation (ωB97M-V/def2-TZVPD) of C29H30BrN2O4ReS3 as an isolated structure at a distorted geometry.

F_max in eV/Å: 2.82
⟨S²⟩: 0.766
Total charge: +1
Spin multiplicity: 2
Relative energy (zero: lowest compared OMol25 entry of this formula, charge and spin) in eV: 1.232
Frontier orbital gap (alpha / beta) in eV: 5.333 / 5.666
E_tot in eV: -146403.774
Lowest unoccupied orbital energy (alpha / beta) in eV: -4.8 / -4.5

Each line ends with the natural charge from an NBO analysis.
Atoms and positions in Å:
Re1 -0.9406 0.4899 0.3966  1.5800
O1 -1.7322 -1.3523 0.5445  -0.6358
C1 -2.9699 -1.6521 0.6925  0.3955
C2 -3.3014 -2.9947 1.0120  -0.2545
C3 -4.5949 -3.3950 1.2159  -0.1321
C4 -5.6445 -2.4769 1.0938  -0.2382
C5 -5.3708 -1.1791 0.7481  -0.1197
C6 -4.0545 -0.7141 0.5451  -0.2349
C7 -3.8943 0.6531 0.1793  0.2231
N1 -2.7837 1.3130 0.0933  -0.4928
C8 -2.8075 2.7266 -0.2593  -0.2432
C9 -1.3601 3.1920 -0.5335  -0.2381
N2 -0.5255 2.4908 0.4180  -0.4844
C10 0.2085 3.1309 1.2593  0.2437
C11 0.7890 2.5410 2.4297  -0.2541
C12 1.8199 3.2000 3.1161  -0.1252
C13 2.2974 2.7301 4.3169  -0.2527
C14 1.6941 1.6225 4.9171  -0.1483
C15 0.6587 0.9729 4.2944  -0.2451
C16 0.2056 1.3655 3.0113  0.3934
O2 -0.7250 0.6604 2.4489  -0.6665
H1 -2.4874 -3.6994 1.0867  0.2322
H2 -4.8089 -4.4227 1.4648  0.2307
H3 -6.6592 -2.7922 1.2674  0.2317
H4 -6.1835 -0.4759 0.6383  0.2173
H5 -4.8228 1.1831 -0.0348  0.1998
H6 -3.2215 3.2932 0.5850  0.2172
H7 -3.4288 2.8969 -1.1432  0.2294
H8 -1.2722 4.2800 -0.4428  0.2224
H9 -1.0561 2.8940 -1.5406  0.2265
H10 0.3395 4.2056 1.1421  0.2024
H11 2.2555 4.0831 2.6720  0.2219
H12 3.1228 3.2227 4.8054  0.2318
H13 2.0469 1.2745 5.8746  0.2303
H14 0.1689 0.1300 4.7575  0.2269
C17 3.2659 -3.2456 -0.5734  -0.5279
C18 1.9583 -3.9899 -0.8188  -0.5343
S1 0.3928 -3.2960 -0.1708  0.2205
C19 0.6967 -3.0529 1.6159  -0.5531
C20 1.4232 -1.7485 1.9052  -0.5481
S2 1.2705 -0.6443 0.4440  0.4035
C21 2.8119 0.3030 0.6759  -0.5412
C22 3.9518 -0.5312 0.0967  -0.5394
S3 3.4025 -1.5658 -1.3185  0.1964
H15 4.0570 -3.8306 -1.0449  0.2379
H16 3.4822 -3.1672 0.4900  0.2083
H17 2.0618 -4.9980 -0.4103  0.2243
H18 1.7579 -4.0699 -1.8876  0.2390
H19 1.2292 -3.9188 2.0070  0.2350
H20 -0.3061 -3.0204 2.0362  0.2391
H21 2.4874 -1.9026 2.0781  0.2239
H22 1.0010 -1.2383 2.7680  0.2385
H23 2.9467 0.5380 1.7313  0.2299
H24 2.6726 1.2148 0.1034  0.2653
H25 4.4038 -1.1879 0.8370  0.2207
H26 4.7280 0.1164 -0.3082  0.2475
Br1 -1.0423 -0.4844 -7.2342  0.0713
C23 0.0249 0.4057 -5.9308  -0.1017
C24 1.0663 1.2164 -6.3566  -0.2063
C25 1.8476 1.8631 -5.4151  -0.2009
C26 1.5858 1.6971 -4.0679  -0.1570
C27 0.5283 0.8911 -3.6507  -0.1835
C28 -0.2610 0.2335 -4.5870  -0.1400
C29 0.2754 0.8031 -2.1876  0.7962
O3 1.1197 1.2545 -1.3976  -0.6917
O4 -0.8278 0.3237 -1.7699  -0.6954
H27 1.2614 1.3402 -7.4095  0.2372
H28 2.6579 2.4995 -5.7340  0.2270
H29 2.1849 2.1900 -3.3167  0.2346
H30 -1.0774 -0.3955 -4.2710  0.2337

***

The lowest total charge belongs to which entry?
C59H45MgN3O2P2S